[1]
{"formula": "C28H58O10S", "method": "the ωB97M-V functional and the def2-TZVPD basis", "e_above_lowest_kcal_mol": 0.0, "homo_lumo_gap_ev": 9.95, "e_tot_ev": -61281.03937, "e_homo_ev": -9.283, "molar_mass_da": 586.829, "elements": ["C", "C", "C", "C", "O", "O", "S", "O", "O", "H", "H", "H", "H", "H", "H", "H", "H", "H", "H", "C", "C", "C", "O", "C", "H", "H", "H", "H", "H", "H", "H", "H", "C", "C", "C", "O", "C", "H", "H", "H", "H", "H", "H", "H", "H", "C", "C", "C", "O", "C", "H", "H", "H", "H", "H", "H", "H", "H", "C", "C", "C", "O", "C", "H", "H", "H", "H", "H", "H", "H", "H", "C", "C", "C", "O", "C", "H", "H", "H", "H", "H", "H", "H", "H", "C", "C", "C", "O", "C", "H", "H", "H", "H", "H", "H", "H", "H"], "xyz": [[9.64055, 0.39989, -1.21678], [9.09527, -0.60251, -2.24874], [8.04582, -1.55900, -1.68562], [6.71153, -0.86523, -1.51374], [5.75187, -1.89539, -1.23581], [4.66947, -1.35002, -0.48163], [3.39131, -0.87493, -1.41346], [3.36602, -1.68494, -2.60369], [3.94873, 0.55949, -1.93150], [10.68934, 0.20845, -0.98614], [9.56982, 1.42883, -1.57084], [9.09424, 0.34160, -0.27112], [8.64513, -0.07214, -3.08882], [9.91588, -1.19037, -2.66128], [7.90764, -2.40893, -2.35852], [8.37476, -1.95250, -0.71901], [6.42316, -0.34481, -2.43196], [6.71935, -0.15167, -0.68680], [3.76830, 1.21919, -1.24178], [7.01192, -2.25312, -6.99852], [7.01366, -0.80797, -7.49480], [7.34304, -0.04988, -6.21522], [8.18222, -0.91461, -5.44690], [8.16123, -2.23160, -5.99888], [7.15915, -2.98716, -7.78949], [6.07191, -2.47759, -6.49111], [7.80062, -0.66200, -8.23751], [6.06648, -0.49642, -7.93262], [6.43493, 0.17185, -5.64426], [7.87754, 0.88441, -6.39248], [9.11922, -2.43147, -6.49100], [8.03535, -2.94734, -5.18495], [0.70522, 0.30996, 3.21876], [0.49049, -0.53319, 1.96288], [0.74703, 0.49369, 0.87291], [1.73426, 1.39444, 1.38984], [1.86929, 1.19997, 2.80044], [0.92858, -0.27698, 4.10906], [-0.18406, 0.91234, 3.41683], [1.23212, -1.33570, 1.91374], [-0.50576, -0.96322, 1.89558], [-0.16172, 1.05584, 0.63356], [1.14104, 0.05996, -0.04469], [2.82893, 0.71583, 3.00547], [1.86576, 2.17628, 3.28721], [-4.58606, 1.38606, 1.65136], [-4.65151, 0.59032, 0.34994], [-3.22538, 0.07004, 0.24041], [-2.76131, -0.10954, 1.58271], [-3.66493, 0.51553, 2.49641], [-5.56005, 1.53967, 2.11423], [-4.13243, 2.36362, 1.47505], [-5.35238, -0.24119, 0.45368], [-4.96188, 1.18561, -0.50522], [-2.57843, 0.79386, -0.26785], [-3.15097, -0.88436, -0.28251], [-4.22955, -0.25733, 3.02912], [-3.08353, 1.08161, 3.22624], [-9.47401, 0.90281, -1.64504], [-9.57442, 2.42621, -1.69929], [-8.34894, 2.83598, -0.89405], [-7.36591, 1.82193, -1.11611], [-7.96880, 0.69275, -1.75073], [-10.02308, 0.40007, -2.44001], [-9.84424, 0.53760, -0.68516], [-9.49029, 2.77819, -2.72957], [-10.49890, 2.81418, -1.27426], [-8.58174, 2.87770, 0.17346], [-7.93307, 3.79826, -1.19633], [-7.64566, 0.65072, -2.79647], [-7.62427, -0.21216, -1.24733], [4.74583, -4.25663, 3.03857], [4.23879, -2.93973, 2.45356], [3.88345, -2.16614, 3.71640], [4.79361, -2.60574, 4.72478], [5.48761, -3.77096, 4.27715], [5.38616, -4.81538, 2.35748], [3.90739, -4.89540, 3.32414], [5.03504, -2.43358, 1.90602], [3.39220, -3.05877, 1.77833], [2.85737, -2.37991, 4.03890], [3.99058, -1.08681, 3.60123], [6.52290, -3.50480, 4.03758], [5.49843, -4.50047, 5.08810], [-10.01059, 3.40753, 4.15668], [-10.91580, 2.26037, 4.60378], [-11.77181, 2.04706, 3.36136], [-10.94273, 2.37898, 2.24590], [-9.76355, 3.04405, 2.69845], [-9.08848, 3.48677, 4.73051], [-10.54166, 4.35879, 4.22670], [-10.32159, 1.36890, 4.81388], [-11.51000, 2.49156, 5.48660], [-12.64770, 2.70431, 3.36707], [-12.11382, 1.01801, 3.24542], [-8.90805, 2.36574, 2.60004], [-9.58843, 3.91275, 2.06203]], "lowdin_charge": [-0.099, -0.251, -0.185, -0.205, -0.128, -0.345, 0.910, -0.379, -0.251, 0.066, 0.067, 0.065, 0.086, 0.106, 0.114, 0.120, 0.120, 0.128, 0.074, -0.166, -0.168, -0.203, -0.160, -0.202, 0.111, 0.116, 0.113, 0.111, 0.117, 0.117, 0.117, 0.114, -0.155, -0.154, -0.204, -0.149, -0.196, 0.109, 0.108, 0.104, 0.098, 0.112, 0.072, 0.096, 0.117, -0.162, -0.169, -0.199, -0.166, -0.200, 0.108, 0.116, 0.114, 0.102, 0.112, 0.119, 0.117, 0.113, -0.164, -0.161, -0.193, -0.157, -0.205, 0.111, 0.113, 0.113, 0.112, 0.092, 0.119, 0.118, 0.112, -0.164, -0.170, -0.207, -0.138, -0.207, 0.112, 0.113, 0.105, 0.107, 0.115, 0.102, 0.116, 0.115, -0.167, -0.169, -0.205, -0.148, -0.222, 0.111, 0.114, 0.113, 0.111, 0.117, 0.116, 0.114, 0.113]}

[2]
{"formula": "C28H59AlBr2CaF6N9O13P", "method": "the ωB97M-V functional and the def2-TZVPD basis", "homo_lumo_gap_ev": [4.43, 4.24], "charge": 1, "e_tot_ev": -260717.23583, "e_homo_ev": [-8.715, -8.715], "spin_multiplicity": 2, "s_squared": 1.766, "molar_mass_da": 1101.660, "elements": ["C", "C", "C", "Br", "C", "N", "C", "N", "C", "C", "O", "N", "C", "C", "N", "N", "N", "N", "H", "H", "H", "H", "H", "H", "H", "H", "H", "H", "H", "H", "H", "H", "H", "H", "H", "H", "H", "H", "H", "Br", "Ca", "C", "C", "C", "C", "C", "C", "N", "O", "C", "C", "C", "H", "H", "H", "H", "H", "H", "H", "H", "H", "H", "H", "H", "H", "H", "H", "H", "H", "H", "C", "C", "C", "O", "H", "H", "H", "H", "H", "H", "H", "C", "O", "O", "O", "H", "F", "P", "F", "F", "F", "F", "F", "C", "C", "O", "C", "H", "H", "H", "H", "H", "H", "Al", "C", "O", "C", "O", "O", "C", "H", "H", "H", "H", "H", "H", "N", "O", "O", "O"], "xyz": [[-4.31548, -3.52531, 0.49097], [-4.12562, -4.97740, 0.02110], [-2.76066, -5.24265, -0.62138], [-2.93748, -6.76837, -1.79454], [-2.22024, -4.07331, -1.35666], [-1.36870, -3.22494, -0.81260], [-1.10003, -2.33074, -1.77189], [-0.28565, -1.28931, -1.63636], [0.46267, -0.98423, -0.44306], [-0.49189, -0.92538, 0.82099], [0.00034, 0.07141, 1.68927], [-1.76381, -2.62644, -2.89560], [-1.72947, -1.95411, -4.18380], [-2.51438, -0.60845, -4.25304], [-3.56889, -0.73698, -5.30259], [-3.04323, -0.26665, -2.94700], [-1.69067, 0.47551, -4.74562], [-2.49212, -3.74675, -2.61281], [-3.45954, -3.20430, 1.07823], [-4.43107, -2.88841, -0.38739], [-5.24120, -3.46559, 1.05303], [-4.93826, -5.19962, -0.66375], [-4.21553, -5.60749, 0.90147], [-2.05377, -5.44804, 0.17519], [-0.16294, -0.67804, -2.42732], [1.41389, -1.70494, -0.40930], [0.87598, 0.01230, -0.55347], [-1.53042, -0.67375, 0.60055], [-0.42595, -1.89242, 1.33925], [0.11637, -0.26217, 2.58459], [-0.67862, -1.80386, -4.42485], [-2.10715, -2.65309, -4.92435], [-3.87608, 0.19821, -5.54607], [-4.35619, -1.26915, -4.95986], [-3.81648, -0.87811, -2.70081], [-3.46825, 0.65366, -3.02092], [-0.83815, 0.16476, -5.18684], [-1.47362, 1.13103, -4.00522], [-3.11155, -4.22369, -3.26056], [1.68169, -2.21044, 1.34092], [-5.59216, -2.96268, -4.92061], [1.46752, 4.57976, -0.70085], [1.61263, 3.36613, -1.64029], [2.34990, 2.24283, -0.90918], [3.84710, 2.50144, -0.75264], [4.48010, 2.80707, -2.10983], [3.78432, 3.94217, -2.86064], [2.30065, 3.73622, -2.91123], [2.00998, 2.85922, -3.81811], [4.13422, 5.28488, -2.19503], [4.34995, 4.03930, -4.27139], [0.18077, 2.92383, -1.92402], [2.39392, 4.88582, -0.22480], [1.05258, 5.44550, -1.21689], [0.78670, 4.31120, 0.10576], [2.21675, 1.30318, -1.46204], [1.89222, 2.09563, 0.07425], [4.02183, 3.32188, -0.05351], [4.32820, 1.62396, -0.31720], [5.53288, 3.06117, -1.97933], [4.45483, 1.89851, -2.72150], [3.48325, 6.08300, -2.55461], [5.15486, 5.56199, -2.43726], [4.09030, 5.26439, -1.10977], [4.25478, 3.10573, -4.82200], [5.41005, 4.27990, -4.21354], [3.85274, 4.82632, -4.83918], [-0.36798, 3.68849, -2.47494], [-0.33361, 2.75002, -0.97772], [0.14594, 1.99482, -2.49733], [-6.73961, -7.42649, 2.37675], [-7.84052, -6.72390, 1.54206], [-8.62534, -7.77773, 0.75859], [-7.20858, -5.88261, 0.67857], [-6.04963, -7.98464, 1.74510], [-6.17548, -6.69995, 2.95844], [-7.21424, -8.12415, 3.06465], [-8.53753, -6.26380, 2.25595], [-7.92095, -8.33881, 0.11130], [-9.40280, -7.32725, 0.13911], [-9.10734, -8.50140, 1.41810], [7.03340, 7.17100, -0.76410], [6.39395, 6.42034, -0.02480], [8.15839, 7.75464, -0.39016], [6.59167, 7.39527, -1.92916], [8.26109, 7.43068, 0.52631], [-5.63334, -11.78710, 2.17590], [-5.10810, -11.17145, 0.76295], [-5.07989, -12.69625, 0.21213], [-6.60952, -10.38779, 0.92941], [-3.60240, -11.46960, 1.31697], [-4.47777, -9.63688, 0.71266], [-5.45506, -10.86982, -0.88706], [8.40133, 8.47181, 4.05128], [8.64645, 9.34828, 2.84921], [8.87639, 8.88054, 1.75483], [8.59368, 10.83746, 3.06616], [8.46778, 7.42592, 3.76128], [9.14846, 8.67509, 4.81933], [7.40854, 8.66522, 4.45977], [9.34784, 11.13631, 3.79536], [7.60805, 11.12602, 3.43388], [8.78633, 11.34797, 2.12623], [-7.71748, -9.56491, -1.42530], [0.27781, 2.52593, 7.27041], [-0.10200, 3.41281, 6.20952], [0.16807, 2.95854, 4.99424], [0.68270, 1.90127, 4.72795], [-0.23172, 3.86871, 4.10227], [0.02542, 3.47807, 2.75626], [-0.00038, 3.02340, 8.19363], [-0.25524, 1.58146, 7.18967], [1.35115, 2.35224, 7.25838], [-0.50799, 2.56190, 2.50661], [1.09212, 3.34169, 2.58443], [-0.34753, 4.26622, 2.10766], [2.33323, -3.73540, 4.11465], [2.86550, -4.77296, 4.38979], [1.74572, -3.00419, 4.87723], [2.43228, -3.39618, 2.82315]], "lowdin_spin": [0.000, -0.002, 0.000, 0.000, 0.000, 0.000, 0.000, 0.000, 0.000, 0.000, 0.000, 0.000, 0.000, 0.000, 0.000, 0.000, 0.000, 0.000, 0.000, 0.000, 0.000, 0.000, -0.001, 0.000, 0.000, 0.000, 0.000, 0.000, 0.000, 0.000, 0.000, 0.000, 0.000, 0.000, 0.000, 0.000, 0.000, 0.000, 0.000, 0.000, 0.000, 0.002, 0.027, 0.015, 0.001, 0.015, 0.027, 0.370, 0.533, 0.002, -0.001, -0.001, 0.000, 0.001, 0.000, 0.003, 0.001, 0.000, 0.001, 0.001, 0.002, 0.001, -0.002, -0.001, -0.001, 0.000, 0.000, 0.000, 0.000, -0.001, -0.082, -0.081, -0.013, -0.801, 0.000, 0.001, -0.010, -0.010, 0.000, 0.000, -0.001, 0.022, 0.329, 0.018, 0.630, 0.003, 0.000, 0.000, 0.000, 0.000, 0.000, 0.000, 0.000, 0.000, 0.000, 0.000, 0.000, 0.000, 0.000, 0.000, 0.000, 0.000, 0.000, 0.000, 0.000, 0.000, 0.000, 0.000, 0.000, 0.000, 0.000, 0.000, 0.000, 0.000, 0.000, 0.000, 0.000, 0.000, 0.000, 0.000]}